Entry 1:
Density functional theory data (ωB97M-V/def2-TZVPD) for C38H44ClN9O4S2Sr as an isolated structure.

```
! wB97M-V def2-TZVPD RIJCOSX def2/J DEFGRID3
* xyz 0 1
Sr -0.043 0.092 -0.130
Cl -6.066 0.019 3.048
C -4.325 0.009 2.917
C -3.605 1.190 3.018
C -2.224 1.166 2.925
C -1.497 -0.025 2.718
C -0.060 -0.043 2.518
C -2.277 -1.200 2.625
C -3.655 -1.191 2.736
H -4.127 2.126 3.182
H -1.686 2.103 3.026
H 0.403 -0.977 2.853
H 0.460 0.791 2.995
H -1.781 -2.157 2.487
H -4.219 -2.116 2.696
C 5.227 0.199 -1.779
C 4.784 0.421 -0.345
S 3.193 1.246 -0.085
O 2.198 0.445 -0.905
C 3.397 2.845 -0.935
C 3.108 2.855 -2.428
H 6.066 -0.496 -1.793
H 5.557 1.124 -2.245
H 4.416 -0.227 -2.371
H 5.506 1.003 0.234
H 4.654 -0.528 0.179
H 4.412 3.176 -0.697
H 2.713 3.514 -0.411
H 3.928 2.462 -3.019
H 2.922 3.883 -2.744
H 2.218 2.266 -2.646
C -4.918 -3.671 -0.716
C -3.491 -3.706 -0.212
N -2.795 -2.550 -0.751
C -3.346 -1.286 -0.721
N -2.535 -0.266 -0.810
C -3.118 1.077 -0.799
C -4.515 1.112 -1.386
C -5.360 0.090 -0.656
N -4.703 -1.213 -0.685
C -5.547 -2.347 -0.323
H -5.500 -4.492 -0.295
H -4.919 -3.777 -1.803
H -2.975 -4.603 -0.551
H -3.480 -3.709 0.885
H -1.799 -2.536 -0.633
H -2.464 1.752 -1.358
H -3.148 1.454 0.232
H -4.477 0.872 -2.451
H -4.954 2.105 -1.281
H -6.331 -0.025 -1.139
H -5.541 0.398 0.380
H -6.501 -2.219 -0.837
H -5.759 -2.321 0.754
O 3.622 9.656 -3.548
S 2.535 8.708 -3.630
O 2.898 7.391 -4.130
O 1.285 9.228 -4.152
C 2.103 8.356 -1.885
N 2.352 9.259 -0.935
C 2.068 8.906 0.309
C 1.553 7.658 0.648
C 1.290 6.813 -0.418
N 1.550 7.172 -1.668
C 0.776 5.426 -0.286
C 0.658 4.750 0.925
C 0.307 3.412 0.917
N 0.044 2.730 -0.203
C 0.078 3.406 -1.357
C 0.450 4.729 -1.452
H 2.272 9.645 1.078
H 1.366 7.394 1.680
H 0.884 5.227 1.870
H 0.271 2.842 1.841
H -0.151 2.841 -2.256
H 0.528 5.232 -2.407
C 0.934 -4.460 -1.705
C 0.831 -3.088 -1.544
N 0.560 -2.515 -0.370
C 0.406 -3.314 0.691
C 0.517 -4.699 0.642
C 0.770 -5.276 -0.601
C 0.292 -5.469 1.876
C 0.986 -6.501 2.368
C 2.232 -7.098 1.862
C 2.646 -8.342 2.333
C 3.838 -8.842 1.837
N 4.580 -8.176 0.958
C 4.106 -6.994 0.584
N 2.979 -6.421 0.981
H 1.136 -4.874 -2.683
H 0.957 -2.422 -2.392
H 0.199 -2.816 1.632
H 0.837 -6.353 -0.696
H -0.560 -5.135 2.461
H 0.613 -6.957 3.279
H 2.060 -8.895 3.055
H 4.214 -9.808 2.158
H 4.706 -6.438 -0.131
*
```

Its energy above the lowest of the compared OMol25 structures with the same formula, charge and spin is 0.000 eV. The value obtained for the LUMO energy is -0.0486 Ha.

The Löwdin scheme yields these atomic charges, measured in e: 1.384 0.646 -0.692 -0.121 -0.069 -0.380 -0.247 -0.075 -0.133 0.108 0.102 0.015 0.018 0.091 0.094 -0.120 -0.385 0.943 -0.730 -0.348 -0.102 0.081 0.069 0.077 0.094 0.087 0.101 0.053 0.067 0.092 0.059 -0.153 -0.188 0.081 -0.387 -0.056 -0.244 -0.150 -0.147 -0.025 -0.147 0.119 0.122 0.118 0.109 0.078 0.091 0.105 0.122 0.122 0.125 0.088 0.124 0.113 -0.355 0.389 -0.381 -0.357 -0.330 0.133 -0.114 0.001 -0.231 0.151 -0.125 0.004 -0.140 -0.051 -0.152 0.007 0.109 0.098 0.113 0.093 0.118 0.129 -0.031 -0.132 -0.037 -0.092 -0.196 -0.012 -0.029 -0.022 -0.272 -0.003 -0.121 0.082 -0.194 0.133 0.113 0.118 0.096 0.124 0.116 0.111 0.113 0.112 0.112



Entry 2:
Density functional theory data (ωB97M-V/def2-TZVPD) for a 2-piece molecular cluster, C3H8NO overall in a non-equilibrium geometry.

```
! wB97M-V def2-TZVPD RIJCOSX def2/J DEFGRID3
* xyz -1 1
C 0.260 -2.606 0.538
O -0.725 -1.622 0.778
H 0.181 -3.176 -0.473
H 0.133 -3.513 1.470
H 1.214 -2.257 0.885
C -0.744 2.526 -0.592
C 0.615 0.458 -0.378
N 0.199 1.457 -1.154
H -0.315 3.541 -0.620
H -1.762 2.455 -1.080
H -0.824 2.217 0.517
H 1.727 0.435 -0.378
H 0.041 0.085 0.487
*
```

Its energy above the lowest of the compared OMol25 structures with the same formula, charge and spin is 3.446 eV. The value obtained for the LUMO energy is 0.1508 Ha.

The Löwdin scheme yields these atomic charges, measured in e: -0.441 -0.505 0.042 0.055 -0.011 -0.173 -0.088 -0.142 0.044 0.059 0.073 0.067 0.023



Entry 3:
Density functional theory data (ωB97M-V/def2-TZVPD) for a 8-piece molecular cluster, C37H57N4O23 overall.

```
! wB97M-V def2-TZVPD RIJCOSX def2/J DEFGRID3
* xyz 1 1
C -3.287 -5.177 -0.471
C -3.548 -3.790 -1.046
C -5.038 -3.400 -1.107
C -5.401 -2.568 -2.339
N -5.397 -1.094 -2.065
C -4.160 -0.618 -1.709
N -3.133 -0.421 -2.543
C -2.016 0.040 -1.837
C -0.728 0.321 -2.536
C 0.238 1.222 -1.785
C 1.470 0.603 -1.157
N -0.010 2.466 -1.751
C -2.404 0.115 -0.527
C -1.716 0.516 0.739
C -2.121 -0.391 1.920
C -2.560 0.422 3.131
C -3.930 0.999 2.838
O -4.750 0.422 2.171
O -4.160 2.211 3.370
C -4.424 3.277 2.408
C -3.640 4.520 2.832
N -3.742 -0.278 -0.487
H -3.622 -5.253 0.565
H -2.217 -5.372 -0.483
H -3.786 -5.963 -1.040
H -3.008 -3.092 -0.402
H -3.094 -3.743 -2.038
H -5.644 -4.304 -1.049
H -5.248 -2.818 -0.204
H -6.397 -2.825 -2.688
H -4.674 -2.736 -3.130
H -6.055 -0.902 -1.318
H -3.193 -0.579 -3.536
H -0.963 0.839 -3.469
H -0.230 -0.611 -2.805
H 2.383 1.012 -1.581
H 1.435 -0.480 -1.235
H 1.425 0.821 -0.087
H 0.745 2.935 -1.250
H -0.641 0.436 0.619
H -1.997 1.553 0.937
H -1.299 -1.049 2.198
H -2.948 -1.049 1.672
H -1.856 1.220 3.350
H -2.654 -0.238 3.995
H -4.114 2.933 1.422
H -5.494 3.464 2.417
H -3.159 4.320 3.784
H -2.892 4.775 2.082
H -4.294 5.383 2.928
H -4.314 -0.327 0.354
C -1.764 -0.277 8.446
C -2.160 1.130 8.040
O -1.315 1.363 6.905
C -0.963 0.170 6.383
O -0.407 0.030 5.340
O -1.335 -0.839 7.197
H -2.582 -0.859 8.858
H -0.923 -0.292 9.141
H -3.201 1.196 7.720
H -1.972 1.875 8.807
C 0.123 -4.648 -3.393
C 1.488 -4.020 -3.183
O 1.197 -3.030 -2.171
C 0.105 -3.422 -1.498
O -0.312 -2.896 -0.509
O -0.497 -4.459 -2.109
H 0.161 -5.705 -3.641
H -0.470 -4.124 -4.146
H 2.226 -4.712 -2.794
H 1.890 -3.542 -4.071
C 5.769 -6.673 -0.621
C 6.073 -5.311 -0.040
O 5.840 -4.448 -1.167
C 5.000 -5.070 -2.010
O 4.483 -4.553 -2.955
O 4.812 -6.354 -1.651
H 5.335 -7.366 0.095
H 6.643 -7.129 -1.085
H 5.381 -5.035 0.759
H 7.096 -5.216 0.306
C 10.406 -3.188 -2.342
C 10.421 -2.647 -0.925
O 9.503 -3.528 -0.261
C 9.448 -4.682 -0.953
O 8.896 -5.667 -0.569
O 10.086 -4.571 -2.131
H 11.359 -3.097 -2.854
H 9.622 -2.740 -2.953
H 11.398 -2.741 -0.451
H 10.079 -1.619 -0.846
C 5.365 0.823 0.668
C 4.886 2.254 0.794
O 5.865 2.974 0.047
C 6.436 2.120 -0.843
O 7.161 2.441 -1.720
O 6.048 0.843 -0.587
H 4.551 0.102 0.652
H 6.070 0.550 1.454
H 3.909 2.408 0.330
H 4.854 2.600 1.824
C -3.180 2.826 -3.851
C -2.451 4.125 -3.583
O -2.821 4.913 -4.718
C -3.985 4.434 -5.220
O -4.638 4.959 -6.054
O -4.299 3.249 -4.623
H -3.514 2.328 -2.943
H -2.582 2.134 -4.450
H -2.811 4.619 -2.679
H -1.374 4.013 -3.523
C -2.568 8.292 0.530
C -3.171 9.517 1.190
O -3.488 9.026 2.497
C -2.693 7.967 2.765
O -2.594 7.444 3.825
O -2.024 7.581 1.648
H -1.783 8.525 -0.185
H -3.321 7.666 0.048
H -2.456 10.334 1.287
H -4.068 9.880 0.697
*
```

The value obtained for the LUMO energy is -0.0742 Ha.

Löwdin atomic charge list, values in e, 99 entries: -0.096 -0.266 -0.177 -0.155 0.076 -0.321 0.212 -0.150 -0.059 -0.404 -0.018 0.170 -0.130 -0.071 -0.151 -0.080 -0.480 0.101 -0.012 -0.179 -0.048 0.223 0.081 0.060 0.080 0.088 0.094 0.114 0.111 0.120 0.109 0.138 0.183 0.113 0.115 0.089 0.066 0.079 0.070 0.106 0.127 0.127 0.099 0.128 0.131 0.108 0.122 0.089 0.072 0.075 0.137 -0.105 -0.105 0.063 -0.584 0.144 0.064 0.134 0.135 0.133 0.135 -0.087 -0.089 0.053 -0.589 0.140 0.041 0.138 0.130 0.110 0.140 -0.094 -0.112 0.071 -0.576 0.133 0.064 0.134 0.131 0.134 0.101 -0.100 -0.101 0.065 -0.565 0.139 0.075 0.134 0.136 0.134 0.133 -0.121 -0.123 0.062 -0.567 0.177 0.055 0.127 0.134



Entry 4:
Density functional theory data (ωB97M-V/def2-TZVPD) for an isolated ion of composition C7H10N and charge +1 in a non-equilibrium geometry.

```
! wB97M-V def2-TZVPD RIJCOSX def2/J DEFGRID3
* xyz 1 3
C -0.944 2.826 -0.020
C 1.073 -0.156 -0.139
C -0.621 1.644 -0.016
C -0.257 0.286 -0.244
C 2.104 0.766 0.080
C -2.659 -0.295 0.362
C -1.392 -0.595 -0.522
N 3.519 0.246 0.067
H -0.989 3.848 0.218
H 1.103 -1.192 -0.260
H -3.166 0.616 -0.046
H -2.556 0.067 1.384
H -3.341 -1.267 0.276
H -1.585 -0.667 -1.525
H -0.997 -1.702 -0.438
H 3.817 -0.802 0.249
H 4.017 0.820 0.763
H 3.778 0.364 -0.868
*
```

Its energy above the lowest of the compared OMol25 structures with the same formula, charge and spin is 1.334 eV. The value obtained for the LUMO energy (spin up / spin down) is -0.1385 / -0.2372 Ha.

The Löwdin scheme yields these atomic charges, measured in e: 0.204 -0.055 -0.082 -0.261 0.137 -0.079 -0.210 0.162 0.042 0.101 0.078 0.069 0.123 0.090 0.150 0.235 0.172 0.125



Entry 5:
Density functional theory data (ωB97M-V/def2-TZVPD) for a 6-piece molecular cluster, C5H25N2O5S overall in a non-equilibrium geometry.

```
! wB97M-V def2-TZVPD RIJCOSX def2/J DEFGRID3
* xyz 1 1
C 1.704 -1.105 -0.547
N 1.224 0.000 0.206
C 2.309 0.677 0.976
C 1.656 2.004 1.494
C 0.800 1.746 2.669
S -1.018 1.480 2.418
C 0.470 -2.083 -0.900
N -0.318 -1.459 -1.999
H 2.186 -0.830 -1.573
H 2.519 -1.738 -0.072
H 0.450 -0.331 0.845
H 3.120 0.872 0.291
H 2.702 0.110 1.817
H 2.477 2.825 1.718
H 0.986 2.503 0.705
H 1.233 0.913 3.205
H 0.887 2.488 3.530
H -1.154 0.450 3.179
H -0.187 -2.204 -0.051
H 0.790 -3.109 -1.267
H -1.371 -1.863 -1.995
H -0.593 -0.482 -1.786
H 0.106 -1.324 -2.916
H -0.641 -2.242 2.608
H -2.013 -2.376 1.970
O -1.253 -1.769 1.973
H 1.493 1.044 -3.912
H -0.067 1.053 -3.763
O 0.634 0.581 -3.617
H -2.787 -1.424 -0.032
H -3.406 -2.763 -0.021
O -2.630 -2.332 -0.129
H -0.773 3.604 -1.507
H 0.030 2.411 -0.763
O -0.824 2.683 -1.294
H -2.439 1.233 -0.777
H -3.450 0.457 0.043
O -2.853 0.304 -0.725
*
```

Its energy above the lowest of the compared OMol25 structures with the same formula, charge and spin is 2.832 eV. The value obtained for the LUMO energy is -0.0916 Ha.

The Löwdin scheme yields these atomic charges, measured in e: -0.234 -0.081 -0.194 -0.268 -0.559 0.733 -0.120 0.134 0.135 0.130 0.091 0.110 0.115 0.154 0.085 0.064 0.094 -0.191 0.071 0.149 0.208 0.122 0.125 0.091 0.048 -0.118 0.132 -0.058 -0.002 -0.025 0.014 0.007 0.032 0.064 -0.088 0.063 0.073 -0.104



Entry 6:
Density functional theory data (ωB97M-V/def2-TZVPD) for C3H6N2O in the gas phase.

```
! wB97M-V def2-TZVPD RIJCOSX def2/J DEFGRID3
* xyz 0 1
O 2.440 -0.272 -0.462
C 1.249 -0.308 -0.227
N 0.475 0.915 0.284
C -0.938 0.643 -0.147
C -0.971 -0.752 0.434
N 0.303 -1.238 -0.164
H 0.928 1.795 0.042
H -0.947 0.759 -1.248
H -1.623 1.352 0.328
H 0.319 0.672 1.314
H -1.799 -1.355 0.072
H 0.564 -2.212 -0.227
*
```

Its energy above the lowest of the compared OMol25 structures with the same formula, charge and spin is 3.465 eV. The value obtained for the LUMO energy is 0.0243 Ha.

The Löwdin scheme yields these atomic charges, measured in e: 0.053 -0.517 0.078 -0.227 -0.202 0.051 0.171 0.116 0.112 0.168 0.043 0.152